[1]
The following is a quantum chemistry calculation of C26H27BrN7RbS4 as an isolated structure at a distorted geometry, from OMol25.

Calculated values
Gap between HOMO and LUMO (spin up / spin down), eV: 3.835 / 4.522
Energy above the lowest of the compared OMol25 structures with the same formula, charge and spin, kJ/mol: 121.3
Charge: -2
Lowest unoccupied orbital energy (spin up / spin down), eV: 3.516 / 3.490
Calculated total energy, eV: -151867.386
HOMO (spin up / spin down), eV: -0.3 / -1.0

Element x y z (Å)
Rb: 0.89 -0.32 -0.92
Br: -5.16 1.39 4.18
C: -3.51 0.95 3.26
C: -3.40 0.34 1.93
C: -2.20 0.02 1.33
C: -1.08 0.11 2.22
C: -1.14 0.75 3.42
C: -2.39 1.22 3.99
N: 0.05 -0.68 1.89
C: 1.10 -0.79 2.71
C: 2.27 -1.51 2.17
C: 3.56 -1.32 2.77
C: 4.61 -2.09 2.29
C: 4.40 -2.83 1.15
C: 3.17 -2.92 0.60
N: 2.10 -2.30 1.13
H: -4.30 0.18 1.41
H: -2.09 -0.38 0.35
H: -0.24 0.71 4.10
H: -2.53 1.55 5.01
H: 0.97 -0.84 3.84
H: 3.77 -0.64 3.57
H: 5.57 -2.13 2.76
H: 5.26 -3.42 0.72
H: 3.01 -3.47 -0.31
C: -0.35 5.21 1.04
N: 0.70 4.22 1.30
C: 1.37 4.31 2.56
C: 1.09 3.35 0.26
N: 0.35 3.02 -0.71
N: 2.45 2.76 0.39
C: 3.06 2.10 -0.74
N: 3.03 2.70 -2.00
N: 3.53 0.92 -0.51
H: -0.57 5.68 2.02
H: -1.27 4.76 0.67
H: -0.08 6.00 0.34
H: 0.76 4.76 3.38
H: 2.20 5.01 2.36
H: 1.91 3.42 2.85
H: -0.58 3.45 -0.74
H: 2.56 2.12 1.21
H: 2.44 3.56 -2.01
H: 3.95 2.74 -2.50
H: 4.05 0.59 -1.35
S: 2.74 -2.86 -3.11
S: 3.28 -1.05 -3.81
S: 3.17 -1.03 -5.82
S: 4.22 0.52 -6.43
C: -5.61 -3.24 -2.03
C: -5.48 -1.86 -1.55
C: -4.20 -1.34 -1.61
C: -3.11 -1.98 -2.33
C: -1.78 -1.49 -2.34
C: -0.74 -2.34 -2.80
C: -1.08 -3.50 -3.56
C: -2.36 -3.92 -3.55
C: -3.36 -3.26 -2.92
C: -4.59 -3.86 -2.70
H: -6.62 -3.72 -2.02
H: -6.39 -1.34 -1.22
H: -3.97 -0.30 -1.30
H: 0.22 -1.89 -3.08
H: -0.28 -4.08 -3.98
H: -2.62 -4.86 -4.02
H: -4.79 -4.83 -3.20

These are the natural (NBO) partial charges, in e, on atoms 1 to 6: Rb 0.876; Br -0.047; C -0.132; C -0.257; C -0.157; C 0.108

[2]
The following is a quantum chemistry calculation of one molecule with the formula C18H15Cl2N3O5S2 at a distorted geometry, from OMol25.

Calculated values
Structure (SMILES): O=c1[nH]nc(SCCS(=O)(=O)c2ccc(Cl)cc2Cl)n1-c1ccc2c(c1)OCCO2
Gap between HOMO and LUMO, eV: 8.135
Lowest unoccupied orbital energy, eV: -0.215
Calculated total energy, eV: -80330.782
HOMO, eV: -8.3

Element x y z (Å)
O: 3.09 3.79 0.12
O: -1.82 -1.56 0.25
O: -3.96 -1.52 -0.79
Cl: 0.15 2.67 -4.93
Cl: -4.55 1.04 -2.52
N: -0.31 3.42 0.28
O: 4.68 -1.40 3.76
O: 2.66 -2.31 1.99
S: -0.92 1.21 1.72
C: 1.95 3.42 0.35
C: 0.15 2.39 0.97
C: -0.02 0.82 -2.92
C: -2.14 1.79 -3.57
C: 4.17 0.82 3.22
C: 3.36 1.78 2.62
C: 2.10 -0.01 1.56
C: -0.64 0.09 -1.91
C: -0.73 1.71 -3.75
C: -2.81 1.02 -2.61
C: 3.91 -0.54 3.06
C: 2.88 -0.99 2.23
C: 2.31 1.36 1.77
C: -2.04 0.22 -1.74
N: 0.86 4.09 -0.07
N: 1.54 2.33 1.08
C: 4.58 -2.80 3.37
C: 3.17 -3.20 2.98
C: -2.61 1.71 1.10
C: -3.48 0.51 0.84
S: -2.86 -0.69 -0.36
H: 1.06 0.80 -3.08
H: -2.76 2.41 -4.20
H: 5.00 1.17 3.83
H: 3.51 2.85 2.83
H: 1.32 -0.38 0.94
H: -0.02 -0.54 -1.23
H: 0.92 4.69 -0.90
H: 5.27 -3.02 2.51
H: 4.92 -3.40 4.21
H: 2.50 -3.12 3.85
H: 3.14 -4.26 2.69
H: -2.55 2.25 0.17
H: -3.12 2.39 1.82
H: -3.59 -0.05 1.79
H: -4.47 0.88 0.48

These are the natural (NBO) partial charges, in e, on atoms 1 to 6: O -0.643; O -0.939; O -0.920; Cl 0.031; Cl 0.051; N -0.323

[3]
The following is a quantum chemistry calculation of a 2-piece molecular cluster, C6H14 overall at a distorted geometry, from OMol25.

Calculated values
Spin multiplicity: 2
Gap between HOMO and LUMO (spin up / spin down), eV: 6.089 / 5.241
Energy above the lowest of the compared OMol25 structures with the same formula, charge and spin, kJ/mol: 453.5
Charge: -1
Lowest unoccupied orbital energy (spin up / spin down), eV: 4.487 / 4.031
Calculated total energy, eV: -6442.718
HOMO (spin up / spin down), eV: -1.6 / -1.2

Element x y z (Å)
C: 2.30 -0.57 0.37
C: 1.80 -0.14 -0.94
C: 0.16 -0.11 -0.93
C: -0.82 0.28 -1.98
C: -0.31 -0.98 0.29
C: -1.30 -0.18 1.16
H: 2.35 0.09 1.23
H: 0.87 -1.03 0.74
H: 2.70 -1.57 0.46
H: 1.99 -0.94 -1.67
H: 2.12 0.78 -1.42
H: 0.09 0.93 -0.52
H: -0.82 -0.32 -2.91
H: -0.77 1.33 -2.26
H: -2.21 2.37 2.49
H: -2.71 2.03 2.05
H: -0.79 -1.85 -0.19
H: -1.91 0.31 0.39
H: -1.94 -0.87 1.70
H: -0.81 0.44 1.90

These are the natural (NBO) partial charges, in e, on atoms 1 to 6: C -0.589; C -0.481; C -0.262; C -0.776; C -0.414; C -0.649

[4]
The following is a quantum chemistry calculation of a 2-piece molecular cluster, C3H4ClFO overall at a distorted geometry, from OMol25.

Calculated values
Gap between HOMO and LUMO (spin up / spin down), eV: 8.028 / 8.028
Energy above the lowest of the compared OMol25 structures with the same formula, charge and spin, kJ/mol: 349.2
Lowest unoccupied orbital energy (spin up / spin down), eV: -1.170 / -1.172
Calculated total energy, eV: -20459.098
HOMO (spin up / spin down), eV: -9.2 / -9.2

Element x y z (Å)
C: -2.23 -0.88 -0.38
C: 1.38 0.96 0.04
C: 0.80 -0.43 0.03
O: 2.27 1.48 -0.56
F: 0.46 1.78 0.67
Cl: -2.84 0.60 -0.02
H: -1.81 -1.44 0.54
H: 1.55 -1.00 -0.54
H: -0.14 -0.39 -0.74
H: 0.57 -0.69 0.96

These are the natural (NBO) partial charges, in e, on atoms 1 to 6: C -0.249; C 0.870; C -0.718; O -0.512; F -0.371; Cl 0.120

[5]
The following is a quantum chemistry calculation of one molecule with the formula H5NO2P2 at a distorted geometry, from OMol25.

Calculated values
Gap between HOMO and LUMO, eV: 7.661
Energy above the lowest of the compared OMol25 structures with the same formula, charge and spin, kJ/mol: 318.3
Lowest unoccupied orbital energy, eV: -0.611
Calculated total energy, eV: -24241.772
HOMO, eV: -8.3

Element x y z (Å)
N: -1.08 0.53 0.48
O: 0.86 -0.38 -0.70
O: -0.57 -2.37 -0.47
P: 0.33 1.23 0.43
P: 0.22 -1.36 -1.52
H: -1.57 0.66 1.36
H: 0.74 1.57 -0.86
H: -1.05 -2.96 -0.91
H: 1.55 0.64 1.00
H: 0.56 2.45 1.20

These are the natural (NBO) partial charges, in e, on atoms 1 to 6: N -1.334; O -1.087; O -0.942; P 1.155; P 1.603; H 0.371

[6]
The following is a quantum chemistry calculation of C2H29O15Zn2 as an isolated structure at a distorted geometry, from OMol25.

Calculated values
Spin multiplicity: 2
Gap between HOMO and LUMO (spin up / spin down), eV: 4.563 / 2.840
Charge: +4
Lowest unoccupied orbital energy (spin up / spin down), eV: -15.696 / -17.418
Calculated total energy, eV: -130048.130
HOMO (spin up / spin down), eV: -20.3 / -20.3

Element x y z (Å)
Zn: -2.79 1.17 -2.03
Zn: 1.19 -0.71 -3.46
C: 0.34 0.23 0.64
C: -0.33 -0.12 -0.70
O: 0.39 -0.60 -1.59
O: -1.58 0.00 -0.74
H: -0.32 0.19 1.51
H: 0.70 1.24 0.42
H: 1.14 -0.48 0.84
O: 0.27 3.29 2.24
H: 0.43 4.20 1.97
H: -0.65 3.14 2.05
O: -0.79 -3.23 -1.33
H: -0.52 -3.44 -0.43
H: -0.64 -2.29 -1.41
O: 1.98 -3.27 1.47
H: 2.20 -3.13 0.55
H: 2.33 -4.14 1.67
O: -3.50 -1.05 1.23
H: -2.91 -0.37 1.55
H: -3.00 -1.50 0.55
O: -3.40 2.25 -0.32
H: -2.79 2.64 0.30
H: -4.26 2.42 0.05
O: -1.99 -1.52 3.53
H: -1.66 -2.41 3.46
H: -1.21 -0.98 3.58
O: 0.84 -2.76 -3.51
H: 1.39 -3.31 -4.08
H: 0.26 -3.38 -3.07
O: 1.51 1.33 -3.53
H: 0.97 2.04 -3.19
H: 2.26 1.77 -3.93
O: 4.13 1.65 1.60
H: 4.70 1.41 2.33
H: 3.25 1.44 1.91
O: 0.14 0.03 4.26
H: 0.33 0.34 5.14
H: 0.85 0.39 3.72
O: 1.76 4.23 -0.24
H: 1.80 3.30 -0.01
H: 1.26 4.24 -1.06
O: 3.04 -1.04 -2.55
H: 3.43 -1.83 -2.20
H: 3.53 -0.32 -2.14
O: -4.42 -0.08 -1.63
H: -5.36 0.00 -1.48
H: -4.31 -0.98 -1.93

These are the natural (NBO) partial charges, in e, on atoms 1 to 6: Zn 1.773; Zn 1.794; C -0.734; C 0.843; O -0.842; O -0.876

Q: The lowest calculated total energy belongs to which entry?
A: C26H27BrN7RbS4

Q: Which value of calculated total energy does entry 3 give?
A: -6442.718 eV

Q: Among the records above, which one has the highest calculated total energy?
A: C6H14

Repeat the first record exactly.
The following is a quantum chemistry calculation of C26H27BrN7RbS4 as an isolated structure at a distorted geometry, from OMol25.

Calculated values
Gap between HOMO and LUMO (spin up / spin down), eV: 3.835 / 4.522
Energy above the lowest of the compared OMol25 structures with the same formula, charge and spin, kJ/mol: 121.3
Charge: -2
Lowest unoccupied orbital energy (spin up / spin down), eV: 3.516 / 3.490
Calculated total energy, eV: -151867.386
HOMO (spin up / spin down), eV: -0.3 / -1.0

Element x y z (Å)
Rb: 0.89 -0.32 -0.92
Br: -5.16 1.39 4.18
C: -3.51 0.95 3.26
C: -3.40 0.34 1.93
C: -2.20 0.02 1.33
C: -1.08 0.11 2.22
C: -1.14 0.75 3.42
C: -2.39 1.22 3.99
N: 0.05 -0.68 1.89
C: 1.10 -0.79 2.71
C: 2.27 -1.51 2.17
C: 3.56 -1.32 2.77
C: 4.61 -2.09 2.29
C: 4.40 -2.83 1.15
C: 3.17 -2.92 0.60
N: 2.10 -2.30 1.13
H: -4.30 0.18 1.41
H: -2.09 -0.38 0.35
H: -0.24 0.71 4.10
H: -2.53 1.55 5.01
H: 0.97 -0.84 3.84
H: 3.77 -0.64 3.57
H: 5.57 -2.13 2.76
H: 5.26 -3.42 0.72
H: 3.01 -3.47 -0.31
C: -0.35 5.21 1.04
N: 0.70 4.22 1.30
C: 1.37 4.31 2.56
C: 1.09 3.35 0.26
N: 0.35 3.02 -0.71
N: 2.45 2.76 0.39
C: 3.06 2.10 -0.74
N: 3.03 2.70 -2.00
N: 3.53 0.92 -0.51
H: -0.57 5.68 2.02
H: -1.27 4.76 0.67
H: -0.08 6.00 0.34
H: 0.76 4.76 3.38
H: 2.20 5.01 2.36
H: 1.91 3.42 2.85
H: -0.58 3.45 -0.74
H: 2.56 2.12 1.21
H: 2.44 3.56 -2.01
H: 3.95 2.74 -2.50
H: 4.05 0.59 -1.35
S: 2.74 -2.86 -3.11
S: 3.28 -1.05 -3.81
S: 3.17 -1.03 -5.82
S: 4.22 0.52 -6.43
C: -5.61 -3.24 -2.03
C: -5.48 -1.86 -1.55
C: -4.20 -1.34 -1.61
C: -3.11 -1.98 -2.33
C: -1.78 -1.49 -2.34
C: -0.74 -2.34 -2.80
C: -1.08 -3.50 -3.56
C: -2.36 -3.92 -3.55
C: -3.36 -3.26 -2.92
C: -4.59 -3.86 -2.70
H: -6.62 -3.72 -2.02
H: -6.39 -1.34 -1.22
H: -3.97 -0.30 -1.30
H: 0.22 -1.89 -3.08
H: -0.28 -4.08 -3.98
H: -2.62 -4.86 -4.02
H: -4.79 -4.83 -3.20

These are the natural (NBO) partial charges, in e, on atoms 1 to 6: Rb 0.876; Br -0.047; C -0.132; C -0.257; C -0.157; C 0.108